Record 1
ORCA calculation (the ωB97M-V functional and the def2-TZVPD basis) on C29H48CeNOP3S as an isolated structure at a distorted geometry.

Each line ends with the Mulliken charge.
Atoms and positions in Å:
O 0.79364 -1.30301 -2.33509  -0.139
C 2.58231 3.08804 2.62527  -0.730
C 1.02443 -1.42537 -3.72205  1.047
H -2.08776 -4.49430 -1.59963  0.560
P -2.00266 1.33761 -2.16182  0.943
C 4.24163 0.89205 3.15004  -0.129
C 3.07805 0.73818 2.37601  0.274
Ce -0.10184 -0.17173 -0.56125  0.391
H 2.50190 -3.60980 2.77085  0.474
C 1.18841 -0.24176 -4.43221  -0.715
H -1.06311 -3.64310 1.40351  0.346
H 1.13267 0.60992 -6.41101  0.461
H 2.60708 3.37174 -3.63472  0.334
H -0.18608 1.32115 3.30672  0.186
H -2.63707 -2.88594 1.77171  0.387
H 1.43820 1.71897 1.38822  0.171
C -1.16817 2.95544 -2.40071  -1.147
C 1.10209 -0.30955 -5.82645  -0.456
H -3.74436 2.54742 -0.95147  0.433
H 1.02165 -0.75296 6.57680  0.449
H 4.87564 0.02492 3.32964  0.473
H 1.80660 0.28241 4.45879  0.338
P -1.89451 -2.37220 -0.49335  1.177
C -3.64266 -2.14277 -0.99939  -1.238
H -2.56743 -4.36057 0.75068  0.460
H -4.19738 -1.62164 -0.20942  0.334
H -1.44277 -3.27763 -2.72894  0.402
H 3.44130 3.31368 -0.62836  0.219
C 2.17358 -3.00901 3.61937  -0.471
H 0.42979 -1.07408 1.88275  0.034
C -2.19450 0.75795 -3.88598  -1.018
H -2.49551 3.27406 0.52529  0.287
H 1.32521 0.69965 -3.89395  0.578
H -0.07819 2.82667 -2.48056  0.159
H 0.88868 -3.58885 -3.69900  0.512
C -3.71052 1.87845 -1.81872  -1.475
H 0.96882 -3.24332 6.80157  0.442
H 0.89313 -1.60335 -7.54112  0.421
H 1.79061 -4.67671 4.92322  0.446
H -1.17853 -0.13682 3.48531  0.382
C -3.54259 0.65276 1.64427  -1.183
H 5.41360 2.24796 4.34466  0.439
H -3.70308 -1.54893 -1.92216  0.249
C 1.34131 -1.39381 5.75210  -0.725
H 0.80421 -3.70115 -6.20994  0.437
H -0.87331 3.35462 1.24725  0.216
C -1.88235 2.93980 1.37090  -1.106
C 2.29020 1.84187 2.05948  0.220
N 1.11803 -0.75519 1.18059  0.140
H 0.39051 -2.13525 -1.93628  0.018
C 0.95715 -1.54893 -6.45444  -0.721
S 2.62255 -0.92302 1.88123  -0.016
H -0.37072 -4.02722 -1.49751  0.406
H -1.37425 3.61126 -1.54672  0.330
H 3.69394 2.10625 -2.80074  0.289
P -1.78071 1.11034 1.46830  0.755
C -1.38497 -3.65488 -1.69901  -1.540
C 4.53578 2.13809 3.70657  -0.679
H -2.31243 3.32350 2.30612  0.495
H -3.94787 1.13627 2.54270  0.515
C 2.16604 -1.61017 3.48674  0.313
H -4.10296 2.40828 -2.69813  0.485
C -1.20298 0.92205 3.19890  -1.287
H -4.10155 -3.12477 -1.17966  0.514
C 1.76784 -3.59044 4.82030  -0.675
C 3.69671 3.23274 3.45489  -0.589
H -1.54724 3.41634 -3.32170  0.499
H -1.24258 0.37564 -4.27927  0.138
C 1.32737 -2.78553 5.87799  -0.480
C 0.89492 -2.73555 -5.71265  -0.631
C 1.76974 -0.80303 4.55763  0.001
H 1.93009 3.93696 2.41191  0.473
H -1.88025 1.46279 3.87416  0.648
H -4.11751 0.96951 0.76616  0.286
H -2.54119 1.59184 -4.51231  0.513
H -4.34220 1.00395 -1.61801  0.319
H 3.91555 4.20187 3.90931  0.454
C -2.06086 -3.41684 1.00230  -1.280
C 0.93847 -2.68512 -4.31652  -0.725
H -2.92922 -0.05754 -3.90965  0.375
C 2.95288 3.66278 -1.54862  -0.476
H 2.34649 4.57533 -1.46016  0.293
C 3.09018 3.01675 -2.71869  -0.610
H -3.63518 -0.43601 1.74715  0.297

The calculation puts the energy relative to the best compared isomer or geometry (same formula, charge and spin) at 0.0 kcal per mole. As for the charge: +3. As for the spin multiplicity: 2. The value obtained for the HOMO energy (alpha / beta) is -16.62 / -16.62 eV. Its HOMO-LUMO gap (alpha / beta) is 7.77 / 7.85 eV.

Record 2
ORCA calculation (the ωB97M-V functional and the def2-TZVPD basis) on C25H23Cl5GeN2O4Re as an isolated structure at a distorted geometry.

Each line ends with the Mulliken charge.
Atoms and positions in Å:
H 5.09178 1.55607 0.43382  0.432
H 0.25988 3.81627 4.61982  0.363
Cl 1.03318 1.49747 -1.06428  -0.041
H 4.66078 1.45957 2.16122  0.266
C -1.22162 1.55437 -2.45738  -0.192
C -0.43662 3.35737 3.92422  -1.319
C -1.37282 2.61607 -4.65708  0.055
O 1.26178 -0.81133 0.67702  -0.996
C 4.20808 -1.71053 -2.04168  -0.787
H -6.47072 -5.04673 1.69322  0.377
H -1.40112 2.37797 0.93722  0.397
H 2.24608 4.08907 2.35252  0.418
O -1.75062 0.89457 -1.49188  -0.870
H -1.69812 1.11047 2.11522  0.317
H -3.52582 -4.18033 -1.28188  0.462
H 0.76188 0.25977 4.26032  0.386
C 0.58868 -2.47343 -1.58598  -0.425
H -5.74882 -3.06473 2.98042  0.390
H 2.26828 1.16907 4.17512  0.338
Cl 0.72868 3.70807 -5.97468  -0.194
C 3.46098 -0.56193 -0.06788  0.927
Cl 2.41248 2.98017 -3.44968  -0.199
C 1.82348 3.38327 1.64162  -1.090
H 5.00628 -1.93013 -2.73318  0.393
C -4.01952 -3.94363 -0.35408  -0.232
O -2.01862 -1.09653 0.70052  -0.733
H 5.43408 -0.40233 -0.87468  0.471
H 1.85178 0.02207 2.89602  0.150
C 0.14028 1.94207 -2.45928  0.464
C 1.89748 -1.91763 -1.37358  0.732
C -5.67322 -4.41843 1.32082  -0.394
Cl -3.62642 1.52997 -3.63998  -0.175
H -1.14732 2.76477 4.49432  0.372
H -3.88632 -1.65993 2.13502  0.425
H 0.50288 -3.39343 -2.15818  0.431
H -5.39772 -5.56893 -0.46318  0.393
C -0.01312 2.93927 -4.63248  0.406
Cl -2.30212 3.03417 -6.02738  -0.175
C 4.45798 -0.84883 -0.97458  -0.839
C -5.26492 -3.30803 2.04442  -0.630
C 1.45368 0.75647 3.58652  -1.007
C -4.22722 -2.52153 1.58062  -0.342
Ge 0.52378 2.19907 2.59342  0.768
O 3.56578 0.27607 0.99512  -0.042
C -5.06462 -4.71753 0.11092  -0.639
H 1.34538 3.95667 0.85192  0.359
C -2.37742 -2.10423 0.00232  0.539
C 2.95838 -2.25003 -2.22708  -1.062
H -0.98612 4.14577 3.41632  0.380
Re -0.45402 0.04217 -0.00688  1.833
C -1.96572 1.93847 -3.60328  0.061
C 0.74248 2.60477 -3.51378  -0.175
C -0.94222 1.52867 1.44992  -0.669
H 2.63968 2.81817 1.20662  0.098
C 4.80568 0.88507 1.24952  -1.220
H 2.77168 -2.92443 -3.04908  0.440
C -3.57992 -2.85163 0.38952  0.223
N -1.61842 -2.58993 -0.96748  -1.122
C 2.15048 -1.10793 -0.22868  0.608
H 5.59428 0.14507 1.40862  0.462
N -0.45682 -1.95413 -1.04508  0.434

As for the spin multiplicity: 2. The value obtained for the HOMO energy (alpha / beta) is -8.00 / -7.81 eV. Its HOMO-LUMO gap (alpha / beta) is 6.19 / 6.43 eV.

Record 3
ORCA calculation (the ωB97M-V functional and the def2-TZVPD basis) on C26H29N8O2PPdS2 as an isolated structure.

Each line ends with the Mulliken charge.
Atoms and positions in Å:
S 3.25728 -4.06862 -1.87655  -0.606
H 0.20695 -2.47096 3.19582  0.368
C 3.78486 -0.08665 3.27816  -0.557
C 1.15555 -2.02080 -3.90899  -1.424
H -1.25301 -0.76608 -3.49481  0.467
N 0.61794 1.47701 3.66971  -0.292
H 0.56511 3.95214 2.53179  0.379
H -1.39669 2.00932 -6.19912  0.351
H 0.78612 1.18205 -5.42029  0.412
N -1.21996 -0.00548 0.45789  -0.631
S 2.34695 -1.05653 -0.64454  -0.490
N 2.24958 1.47502 2.04504  -1.159
H 0.93289 3.37147 0.88461  0.240
Pd 0.86125 0.35876 0.86346  0.437
C -3.74585 0.11901 0.05540  -0.094
H -0.28807 -0.51566 -2.02366  -0.349
P 1.88547 -2.97064 -1.00770  0.743
C 0.97391 -2.89179 2.54130  -1.148
C -1.62680 3.82269 0.55611  -1.070
C -1.56595 2.98460 -2.99758  0.418
N -5.33387 -1.82403 0.60305  -0.644
H 1.78954 -2.17226 2.46693  -0.063
C -2.36014 0.01766 0.26958  0.542
H 4.53951 -0.08609 2.50229  0.404
H -0.57860 -3.17870 -3.47831  0.176
H 1.48811 1.47591 -3.04580  0.370
H -2.95088 3.16943 -4.64718  0.407
H 0.70890 -1.61584 -4.82155  0.455
C -4.26544 1.33176 -0.42473  0.344
C -1.10719 2.17151 -5.16772  -0.448
C 1.61853 0.61739 4.09429  0.191
C 0.14005 1.70528 -4.72625  -0.543
C -0.85717 -1.24776 -2.59642  -0.392
O 0.45239 -3.08409 -1.76794  -0.351
C 0.54858 1.87019 -3.41274  -0.536
H -0.34780 1.28731 3.88263  0.284
H -3.15869 3.58904 -1.74163  0.429
C 2.90425 -0.91592 5.37983  -0.408
C 0.96591 1.85207 2.32574  1.040
C 0.39748 -3.17640 1.17068  2.026
H -2.71731 3.81984 0.65018  0.488
C -0.74058 -4.17794 1.19137  -1.723
C -0.32326 2.52028 -2.54766  0.443
C -1.28515 3.38120 -0.84364  0.129
N -1.05398 2.99590 1.59910  -0.264
C -1.98265 2.82109 -4.31017  -0.880
N -0.18549 2.78336 -1.18161  -0.163
N -4.67644 2.33660 -0.83206  -0.744
C 2.62555 0.65205 3.11151  0.750
H 1.78140 -2.87576 -4.15928  0.364
H 0.94395 -0.21303 5.96439  0.378
C 0.02839 -2.42092 -2.97050  0.182
C 0.39196 3.14675 1.80497  -0.721
N -2.15364 3.58408 -1.89584  -0.196
C 1.73647 -0.16829 5.22578  -0.930
H -1.19611 2.02519 1.33741  0.130
H -1.31037 4.86207 0.69374  0.319
C 3.91281 -0.87212 4.42190  -0.464
H -1.57000 -3.79921 1.79297  0.356
O 1.44819 -3.72281 0.34717  -0.436
H -1.09616 -4.35590 0.17673  0.326
H 1.35355 -3.81411 2.99007  0.390
H 1.78671 -1.25561 -3.45698  0.250
H 0.04869 -2.24127 0.72752  -0.513
H 4.80034 -1.47904 4.55513  0.344
C -4.61444 -0.95450 0.35143  -0.039
H -0.40145 -5.12661 1.61590  0.351
H 3.01998 -1.54981 6.25118  0.345
H -1.69203 -1.58676 -1.98149  0.252

The calculation puts the energy relative to the best compared isomer or geometry (same formula, charge and spin) at 16.7 kcal per mole. As for the charge: -2. The value obtained for the HOMO energy is -1.71 eV. Its HOMO-LUMO gap is 6.38 eV.

Record 4
ORCA calculation (the ωB97M-V functional and the def2-TZVPD basis) on a 8-piece molecular cluster, C26H66N2O8 overall at a distorted geometry.

Each line ends with the Mulliken charge.
Atoms and positions in Å:
H -9.63801 -0.31196 6.54008  0.438
H -6.11022 0.67365 2.16247  0.475
H 7.99527 7.04430 -3.36352  0.526
H 7.25405 -3.22008 -1.07611  0.268
H 0.93892 -3.60185 -0.14364  0.244
H 8.79871 4.28197 -4.17808  0.297
H 4.63872 4.30557 -3.33818  0.465
H -6.36252 -0.62812 3.27596  0.407
C 5.64396 2.81389 -1.05869  -2.033
C -8.04135 0.63699 3.06102  -0.747
H -5.51782 -1.39447 -1.56883  0.225
H 0.69589 -1.08728 -0.02175  0.290
H -8.69980 2.83379 4.98423  0.436
C 9.13616 6.04809 -1.07438  -1.869
H 1.05081 -4.59877 1.44789  0.326
C -6.53132 0.44015 3.14034  -1.267
H -0.61562 -3.09170 0.42905  0.250
H 5.74456 2.25508 -3.64480  0.461
C -8.58734 -0.12424 6.76131  -2.014
H -3.59794 -7.44124 -2.22550  0.219
H 1.42095 -3.18285 -4.89307  0.224
H 7.28327 1.88501 -3.07088  0.393
H -0.11195 -7.89237 -0.75485  0.293
H -8.41193 0.28369 7.75676  0.368
N -6.52219 0.57866 5.56844  0.240
O 3.04417 -2.51572 -5.80459  -0.515
C 1.11688 -1.66633 0.80017  -0.899
O -6.28023 -1.35332 -3.51415  -0.527
C 6.16545 -3.17181 -1.04949  -0.521
H 5.79390 -3.89448 -0.32299  0.263
O 5.47537 -3.37429 -2.24210  -0.466
C 1.84063 -2.23470 -5.22918  -0.457
C -4.02562 -0.71912 -3.03749  -0.902
H -5.47880 2.98054 3.41095  0.426
H -1.72479 -9.17955 0.37171  0.234
H -5.54191 0.07532 7.09795  0.350
H -5.09306 2.81768 5.25584  0.353
O 8.30158 3.34344 -0.85075  -0.501
H -2.50950 -8.41317 -4.39634  0.308
H -3.96576 0.31095 -2.68609  0.265
C 7.34311 6.40639 -2.76698  -1.304
H -8.00446 2.69435 6.67513  0.362
H 7.00954 7.21819 -2.12058  0.408
C -0.74573 -8.98273 0.80852  -0.451
H 5.85000 -2.17168 -0.75230  0.159
H 1.19562 -1.68338 -5.91337  0.218
H 7.20190 3.15957 -4.22548  0.255
C -3.00122 -7.06877 -3.05814  -0.522
H 5.67729 -4.29905 -2.40226  0.298
C -5.83095 1.05623 4.37985  1.327
C 6.36956 3.64725 -2.12694  1.497
C -8.02283 0.74533 5.64727  1.701
H -4.24192 -0.52257 4.32350  0.421
H -3.88977 0.97800 3.35690  0.374
H -6.20752 -1.90367 -4.29738  0.301
H 6.37214 2.05627 -0.76910  0.468
H -6.75244 2.94434 4.47007  0.319
C 6.67840 2.74273 -3.36507  -1.717
H 6.61861 5.48576 -4.43957  0.342
C -8.52432 2.20075 5.85403  -1.950
H -9.66399 0.76159 4.33224  0.400
C 5.44634 4.71844 -2.73370  -1.191
H -3.80090 0.93300 5.16890  0.448
H 9.80657 5.60839 -3.78039  0.409
H -8.08487 -1.08777 6.84643  0.480
H -2.33008 -6.28302 -2.71135  0.158
O -0.01986 -7.91495 0.20046  -0.496
H -3.63759 -6.74085 -3.88009  0.344
C 0.44751 -3.06557 0.66817  -0.217
H 4.83611 5.13104 -1.93028  0.391
H 8.54150 6.49533 -0.27786  0.446
H -8.80240 -0.86813 4.39652  0.418
H -3.73019 -0.83114 -4.08069  0.293
H 5.60795 6.59504 -3.99193  0.437
H -3.08165 -1.12796 -2.67712  0.294
H -0.88596 -8.57379 1.80912  0.193
O 0.78866 -3.75010 1.81208  -0.508
O -2.23877 -8.17092 -3.50773  -0.506
C -8.72051 0.21592 4.31762  -1.119
H -9.54620 2.19537 6.23325  0.513
C 8.29435 5.30161 -2.16947  1.404
H -0.08685 -9.85105 0.80818  0.229
C -4.30550 0.56453 4.27576  -1.809
H 0.88944 -1.18751 1.75259  0.309
C 6.15656 5.79133 -3.50083  -0.684
H 2.04513 -1.75981 -4.26962  0.211
H 9.84896 5.50294 -0.45565  0.367
H 4.72606 2.34636 -1.41503  0.395
N 7.54880 4.24797 -1.43472  0.315
H -8.20319 1.70348 2.90446  0.253
C -5.21475 -1.55529 -2.60342  -0.095
H 5.42959 3.52689 -0.26259  0.445
O -5.98719 0.87418 6.80615  -0.486
H -4.93273 -2.60516 -2.68302  0.148
H 8.08932 3.44150 0.08034  0.372
H 9.90641 4.05263 -2.98464  0.385
H 3.74741 -2.49575 -5.15141  0.318
C -5.72479 2.58825 4.39771  -1.563
C 9.20951 4.81927 -3.32331  -1.576
H 9.69889 6.89086 -1.47585  0.396
H -8.30357 0.06747 2.16940  0.445
H 2.16999 -1.71960 0.52409  0.203

The calculation puts the energy relative to the best compared isomer or geometry (same formula, charge and spin) at 34.8 kcal per mole. Its SMILES is CC1(C)CCCC(C)(C)N1O.CC1(C)CCCC(C)(C)N1O.CCO.CCO.CO.CO.CO.CO. The value obtained for the HOMO energy is -8.16 eV. Its HOMO-LUMO gap is 8.30 eV.